Record 1
Entry from the Open Molecules 2025 dataset: C19H20B2Cl2F4N5O2Sn as an isolated structure (wB97M-V/def2-TZVPD).

Calculated values
HOMO-LUMO gap in eV: 7.59
Total charge: -1
LUMO energy in eV: 2.11
ΔE to the lowest compared entry with this formula, charge and spin in eV: 0.061
E_HOMO in eV: -5.487

Positions of all 55 atoms, in Å:
Sn  0.360  -1.155  -0.127
Cl  -2.834  -1.670  3.971
C  -1.384  -0.712  3.951
C  -1.103  0.107  5.055
C  0.024  0.874  5.090
Cl  0.340  1.877  6.485
C  0.937  0.862  4.009
C  2.137  1.605  3.947
C  2.943  1.499  2.848
C  2.553  0.663  1.787
N  1.440  -0.027  1.819
C  0.632  0.043  2.905
C  -0.547  -0.791  2.845
O  -0.740  -1.546  1.818
H  -1.794  0.124  5.887
H  2.404  2.247  4.775
H  3.868  2.054  2.774
H  3.157  0.567  0.893
B  2.804  1.736  -1.639
N  2.939  0.274  -2.085
C  3.312  -0.197  -3.285
C  3.428  -1.570  -3.205
C  3.087  -1.857  -1.883
N  2.803  -0.743  -1.210
N  1.327  2.079  -1.190
C  0.892  3.342  -1.122
C  -0.371  3.361  -0.554
C  -0.641  2.019  -0.307
N  0.382  1.252  -0.694
H  3.546  1.950  -0.703
H  3.055  2.457  -2.575
H  3.467  0.478  -4.111
H  3.676  -2.260  -3.992
H  2.992  -2.819  -1.402
H  1.511  4.143  -1.489
H  -1.002  4.212  -0.368
H  -1.523  1.561  0.113
F  -1.931  -3.343  -3.329
B  -0.665  -3.342  -2.725
F  -0.814  -3.582  -1.330
F  0.167  -4.305  -3.283
F  -0.084  -2.050  -2.878
C  -4.408  -1.003  -0.755
C  -3.985  -0.055  -1.897
C  -2.482  -0.280  -1.996
O  -2.091  -0.539  -0.635
C  -3.081  -1.457  -0.128
H  -4.967  -1.860  -1.128
H  -5.033  -0.488  -0.026
H  -4.198  0.983  -1.637
H  -4.483  -0.281  -2.840
H  -1.915  0.581  -2.344
H  -2.248  -1.147  -2.614
H  -3.050  -1.404  0.956
H  -2.810  -2.466  -0.445

Just the natural (NBO) charges please, in e? Sure, here they are:
1. Sn 1.567
2. Cl -0.010
3. C -0.165
4. C -0.208
5. C -0.094
6. Cl -0.033
7. C -0.036
8. C -0.143
9. C -0.262
10. C 0.081
11. N -0.511
12. C 0.064
13. C 0.416
14. O -0.854
15. H 0.233
16. H 0.223
17. H 0.222
18. H 0.245
19. B 0.199
20. N -0.324
21. C -0.009
22. C -0.354
23. C -0.036
24. N -0.374
25. N -0.275
26. C -0.017
27. C -0.359
28. C -0.058
29. N -0.408
30. H -0.072
31. H -0.056
32. H 0.212
33. H 0.224
34. H 0.210
35. H 0.216
36. H 0.219
37. H 0.229
38. F -0.573
39. B 1.346
40. F -0.576
41. F -0.563
42. F -0.576
43. C -0.433
44. C -0.426
45. C -0.089
46. O -0.597
47. C -0.087
48. H 0.212
49. H 0.201
50. H 0.196
51. H 0.213
52. H 0.202
53. H 0.224
54. H 0.216
55. H 0.209

=====

Record 2
Entry from the Open Molecules 2025 dataset: C3HAgNaO3 as an isolated structure in a non-equilibrium geometry (wB97M-V/def2-TZVPD).

Calculated values
Spin multiplicity: 2
HOMO-LUMO gap (spin up / spin down) in eV: 4.98 / 6.30
⟨S²⟩: 0.76
LUMO energy (spin up / spin down) in eV: -1.69 / -1.72
E_HOMO (spin up / spin down) in eV: -6.674 / -8.017

Positions of all 9 atoms, in Å:
O  -0.318  -0.197  0.508
C  0.885  -0.116  -0.072
O  1.884  -0.355  0.663
O  0.993  0.172  -1.292
Ag  3.576  -0.027  -1.164
Na  -1.490  -1.900  1.488
C  -2.548  0.193  0.673
C  -1.652  0.677  -0.123
H  -1.330  1.554  -0.682

Just the natural (NBO) charges please, in e? Sure, here they are:
1. O -0.705
2. C 0.956
3. O -0.842
4. O -0.829
5. Ag 0.876
6. Na 0.934
7. C -0.368
8. C -0.246
9. H 0.223

=====

Record 3
Entry from the Open Molecules 2025 dataset: a 2-piece molecular cluster, C9H11F3Si overall in a non-equilibrium geometry (wB97M-V/def2-TZVPD).

Calculated values
HOMO-LUMO gap (spin up / spin down) in eV: 7.14 / 7.14
LUMO energy (spin up / spin down) in eV: -0.60 / -0.61
ΔE to the lowest compared entry with this formula, charge and spin in eV: 2.969
SMILES: C=C=[Si](C=C)C=C.C=CC(F)(F)F
E_HOMO (spin up / spin down) in eV: -7.741 / -7.745

Positions of all 24 atoms, in Å:
C  -0.226  -1.636  -1.450
C  -0.589  -0.789  -0.511
Si  -2.033  0.159  -0.117
C  -2.685  0.306  1.551
C  -2.228  -0.093  2.775
C  -2.676  1.544  -1.277
C  -1.955  1.966  -2.312
H  0.843  -1.582  -1.651
H  -0.721  -2.075  -2.296
H  -3.617  1.027  1.561
H  -2.703  0.023  3.790
H  -1.306  -0.626  2.998
H  -3.538  2.127  -1.112
H  -2.497  2.622  -2.972
H  -1.071  1.420  -2.399
C  2.431  -1.217  1.454
C  2.415  -0.343  0.472
C  3.559  -0.090  -0.458
F  3.827  -0.869  -1.487
F  4.803  -0.051  0.239
F  3.325  1.131  -0.912
H  1.689  -1.472  2.137
H  3.355  -1.768  1.717
H  1.596  0.285  0.257

Just the natural (NBO) charges please, in e? Sure, here they are:
1. C -0.398
2. C -0.665
3. Si 1.445
4. C -0.761
5. C -0.286
6. C -0.636
7. C -0.340
8. H 0.180
9. H 0.201
10. H 0.237
11. H 0.200
12. H 0.194
13. H 0.215
14. H 0.210
15. H 0.206
16. C -0.302
17. C -0.306
18. C 0.951
19. F -0.305
20. F -0.366
21. F -0.320
22. H 0.203
23. H 0.202
24. H 0.242

=====

Record 4
Entry from the Open Molecules 2025 dataset: a 4-piece molecular cluster, C21H52NO13P3 overall in a non-equilibrium geometry (wB97M-V/def2-TZVPD).

Calculated values
Spin multiplicity: 2
HOMO-LUMO gap (spin up / spin down) in eV: 1.61 / 8.95
⟨S²⟩: 0.75
Total charge: -1
LUMO energy (spin up / spin down) in eV: 2.33 / 2.30
E_HOMO (spin up / spin down) in eV: 0.727 / -6.649

Positions of all 90 atoms, in Å:
C  -0.625  -0.620  0.436
O  -1.742  -0.414  -0.001
N  0.426  -0.854  -0.391
C  1.802  -1.021  0.108
C  0.160  -1.093  -1.829
H  -0.409  -0.786  1.503
H  1.882  -0.806  1.174
H  2.395  -0.223  -0.339
H  2.217  -1.987  -0.181
H  -0.893  -0.974  -2.085
H  0.687  -0.349  -2.427
H  0.385  -2.123  -2.105
C  -4.361  0.927  1.485
C  -5.172  0.612  2.708
O  -5.046  1.768  3.482
P  -5.829  1.975  4.879
O  -7.331  2.082  4.821
O  -5.268  0.785  5.858
C  -3.911  0.822  6.335
C  -3.010  -0.208  5.675
O  -5.112  3.330  5.527
C  -5.257  4.521  4.795
C  -6.511  5.246  5.366
H  -3.314  1.041  1.767
H  -4.427  0.110  0.767
H  -4.808  1.793  0.997
H  -6.225  0.463  2.469
H  -4.860  -0.297  3.223
H  -3.404  1.781  6.231
H  -3.982  0.814  7.423
H  -3.606  -1.106  5.512
H  -2.629  0.153  4.720
H  -2.191  -0.575  6.294
H  -4.327  5.030  5.049
H  -5.254  4.310  3.725
H  -6.938  5.774  4.513
H  -7.343  4.614  5.678
H  -6.247  6.050  6.052
C  -2.155  3.780  2.764
C  -1.103  2.735  2.417
O  0.088  3.374  1.930
P  1.298  2.579  1.248
O  1.740  1.439  2.101
O  0.547  2.317  -0.178
C  0.007  3.352  -0.878
C  0.068  3.147  -2.356
O  2.268  3.825  0.929
C  3.597  3.653  0.437
C  3.751  3.702  -1.063
H  -2.612  4.132  1.839
H  -2.968  3.340  3.342
H  -1.744  4.578  3.382
H  -0.768  2.087  3.227
H  -1.431  2.004  1.678
H  -1.050  3.356  -0.614
H  0.514  4.308  -0.749
H  -0.511  2.262  -2.621
H  -0.277  3.976  -2.973
H  1.050  2.975  -2.796
H  4.167  4.455  0.906
H  4.082  2.727  0.744
H  4.690  4.169  -1.362
H  3.622  2.722  -1.522
H  2.916  4.258  -1.490
C  4.035  -1.100  -3.849
C  4.520  -2.512  -3.369
O  3.567  -3.440  -3.670
P  3.924  -5.024  -4.025
O  5.359  -5.390  -3.741
O  3.457  -5.170  -5.556
C  4.347  -4.841  -6.579
C  3.753  -5.178  -7.952
O  2.836  -5.925  -3.183
C  2.674  -7.290  -3.363
C  3.497  -8.009  -2.316
H  3.661  -1.153  -4.872
H  3.157  -0.911  -3.232
H  4.780  -0.314  -3.721
H  5.474  -2.754  -3.837
H  4.708  -2.432  -2.299
H  4.585  -3.778  -6.552
H  5.267  -5.420  -6.495
H  2.903  -4.513  -8.107
H  4.439  -4.901  -8.752
H  3.506  -6.227  -8.117
H  1.599  -7.467  -3.405
H  3.072  -7.555  -4.343
H  4.539  -8.018  -2.637
H  3.454  -7.448  -1.382
H  3.180  -9.045  -2.198

Just the Mulliken charges please, in e? Sure, here they are:
1. C -0.101
2. O -0.567
3. N 0.759
4. C -1.077
5. C -1.184
6. H 0.414
7. H 0.373
8. H 0.041
9. H 0.387
10. H 0.246
11. H 0.269
12. H 0.246
13. C -0.929
14. C -0.308
15. O 0.113
16. P 0.800
17. O -0.775
18. O -0.407
19. C -0.048
20. C -1.127
21. O -0.286
22. C -0.159
23. C -1.239
24. H -0.080
25. H 0.470
26. H 0.326
27. H 0.324
28. H 0.280
29. H 0.199
30. H 0.435
31. H 0.308
32. H 0.055
33. H 0.445
34. H 0.317
35. H 0.259
36. H 0.366
37. H 0.325
38. H 0.324
39. C -0.909
40. C 0.393
41. O -0.469
42. P 1.205
43. O -0.458
44. O 0.249
45. C -0.370
46. C -1.990
47. O 0.249
48. C -1.291
49. C -1.054
50. H 0.336
51. H -0.058
52. H 0.466
53. H 0.454
54. H -0.254
55. H 0.099
56. H 0.422
57. H 0.283
58. H 0.442
59. H 0.314
60. H 0.276
61. H 0.469
62. H 0.848
63. H -0.098
64. H -0.080
65. C -1.596
66. C -0.942
67. O 0.232
68. P 1.158
69. O -0.757
70. O -0.131
71. C -0.219
72. C -1.347
73. O -0.218
74. C -0.251
75. C -1.091
76. H 0.345
77. H -0.262
78. H 0.878
79. H 0.420
80. H 0.387
81. H 0.180
82. H 0.316
83. H 0.340
84. H 0.411
85. H 0.335
86. H 0.389
87. H 0.212
88. H 0.268
89. H 0.289
90. H 0.387

=====

Record 5
Entry from the Open Molecules 2025 dataset: a 2-piece molecular cluster, C10H16 overall in a non-equilibrium geometry (wB97M-V/def2-TZVPD).

Calculated values
HOMO-LUMO gap in eV: 9.91
LUMO energy in eV: 0.93
ΔE to the lowest compared entry with this formula, charge and spin in eV: 1.946
SMILES: CCc1ccccc1.CC
E_HOMO in eV: -8.985

Positions of all 26 atoms, in Å:
C  -1.909  -3.048  -0.840
C  -1.787  -1.527  -0.978
C  -0.468  -1.110  -0.368
C  0.728  -1.396  -1.033
C  2.013  -1.020  -0.596
C  2.044  -0.517  0.681
C  0.905  0.067  1.230
C  -0.358  -0.254  0.740
H  -2.675  -3.375  -1.562
H  -1.972  -3.408  0.194
H  -1.062  -3.537  -1.326
H  -1.729  -1.440  -2.091
H  -2.606  -0.935  -0.552
H  0.505  -1.868  -2.002
H  2.843  -1.358  -1.208
H  2.976  -0.331  1.219
H  0.826  0.289  2.298
H  -1.266  0.134  1.178
C  -0.103  3.055  1.239
C  0.802  3.046  -0.049
H  -0.742  3.881  0.945
H  -0.543  2.124  1.602
H  0.457  3.112  2.193
H  0.223  3.603  -0.783
H  1.256  2.096  -0.332
H  1.641  3.717  0.201

Just the natural (NBO) charges please, in e? Sure, here they are:
1. C -0.602
2. C -0.420
3. C -0.025
4. C -0.199
5. C -0.223
6. C -0.212
7. C -0.240
8. C -0.189
9. H 0.209
10. H 0.213
11. H 0.206
12. H 0.208
13. H 0.215
14. H 0.201
15. H 0.223
16. H 0.213
17. H 0.217
18. H 0.205
19. C -0.633
20. C -0.616
21. H 0.213
22. H 0.209
23. H 0.204
24. H 0.201
25. H 0.220
26. H 0.202

=====

Record 6
Entry from the Open Molecules 2025 dataset: one molecule with the formula C8H13NO in a non-equilibrium geometry (wB97M-V/def2-TZVPD).

Calculated values
HOMO-LUMO gap in eV: 9.58
LUMO energy in eV: 0.83
ΔE to the lowest compared entry with this formula, charge and spin in eV: 1.869
SMILES: C=C[C@@]1(C)CCN(C)C1=O
E_HOMO in eV: -8.754

Positions of all 23 atoms, in Å:
C  -1.534  1.397  1.833
C  -0.355  0.987  1.407
C  0.033  0.977  -0.088
C  -0.124  2.332  -0.813
C  1.344  0.336  -0.355
C  1.031  -1.216  -0.041
N  -0.349  -1.392  -0.607
C  -0.695  -2.785  -0.571
C  -0.978  -0.228  -0.718
O  -2.054  0.044  -1.153
H  -1.773  1.453  2.865
H  -2.091  1.849  1.050
H  0.469  0.599  2.041
H  0.834  2.875  -0.372
H  -0.928  3.007  -0.784
H  0.033  2.149  -1.921
H  2.069  0.629  0.348
H  1.863  0.417  -1.362
H  1.722  -1.945  -0.501
H  0.881  -1.366  1.008
H  -0.624  -3.143  0.535
H  -1.666  -2.987  -1.009
H  0.164  -3.336  -1.126

Just the natural (NBO) charges please, in e? Sure, here they are:
1. C -0.384
2. C -0.179
3. C -0.171
4. C -0.596
5. C -0.408
6. C -0.199
7. N -0.458
8. C -0.399
9. C 0.714
10. O -0.616
11. H 0.208
12. H 0.211
13. H 0.190
14. H 0.200
15. H 0.229
16. H 0.216
17. H 0.205
18. H 0.228
19. H 0.204
20. H 0.187
21. H 0.190
22. H 0.231
23. H 0.197